[1]
Entry from the Open Molecules 2025 dataset: a structure of composition C28H33ClLaN2O2 in a non-equilibrium geometry (ωB97M-V/def2-TZVPD).

Last column: Mulliken charge in e.
Atoms and positions in Å:
1 C -0.41835 -2.92969 -0.88231  0.567
2 C 0.35745 -0.00669 2.27412  -1.165
3 H 1.28692 5.18225 0.30152  0.329
4 C 2.30722 -2.33763 1.26240  -2.270
5 C -0.35324 2.93113 -0.89476  0.529
6 H -0.92204 -3.13138 -4.54079  0.353
7 H -0.90022 3.17696 -4.50403  0.340
8 H 2.93765 -3.02922 1.83470  0.530
9 C -1.78044 -2.45928 -4.66635  -1.988
10 H -0.37028 4.18929 1.87952  0.409
11 C -1.59524 -2.55350 -1.71690  -1.326
12 H 1.21443 4.10105 2.69792  0.450
13 N 0.07918 -2.21367 0.11233  -0.231
14 H -1.87140 1.09180 7.50233  0.332
15 C -1.76027 2.50914 -4.63996  -1.954
16 H 1.93651 -0.94842 7.57403  0.319
17 N 0.14430 2.21366 0.09769  -0.208
18 C -1.64779 0.02393 -4.51698  -1.016
19 H 2.15234 1.41971 1.86793  0.336
20 H 2.09075 -1.47151 1.91885  0.261
21 H 2.93000 1.91924 0.30517  0.530
22 H 0.07301 0.19838 8.77735  0.317
23 C 0.47399 3.53052 2.12313  -1.592
24 H 0.13016 2.66836 2.70985  0.136
25 C -1.55289 1.24624 -2.44885  1.107
26 C -1.63918 -1.20095 -3.85837  1.075
27 H 2.21794 -4.15499 -0.59014  0.384
28 H 1.11916 -5.21351 0.38373  0.321
29 H -1.76037 -3.39038 -2.40394  0.314
30 C 2.39232 2.27467 1.20358  -2.231
31 C 1.01702 -3.06164 0.88492  2.352
32 C 0.01072 -0.06166 4.89984  0.526
33 C 0.32658 -3.50710 2.16445  -1.550
34 H -2.67758 3.05847 -4.37646  0.363
35 C -1.64038 0.00828 -1.76718  -2.082
36 H 1.03546 -4.09557 2.76116  0.460
37 C -1.62828 1.24125 -3.84486  1.032
38 H -1.92643 0.89151 5.00967  0.392
39 H -1.74351 3.41465 -2.36624  0.332
40 C 1.37037 4.18487 -0.14775  -1.023
41 H -1.89555 0.00060 -0.69532  0.599
42 C -1.07740 0.51948 5.58363  -0.572
43 C -1.04706 0.61295 6.97438  -0.344
44 O 0.19803 -4.08439 -1.10579  -0.388
45 H 3.05498 2.94554 1.76308  0.515
46 C 1.08748 -0.53728 7.01706  -0.399
47 La 0.97475 -0.01424 -0.10238  1.258
48 H -0.53628 -4.13888 1.91385  0.421
49 C 1.12391 3.04215 0.83799  2.266
50 C -1.56458 -1.22221 -2.46204  1.156
51 C -1.56003 2.57093 -1.69221  -1.287
52 C 1.06914 -0.64352 5.63385  -0.579
53 H -1.85590 -2.20722 -5.73041  0.337
54 H -1.72415 0.03069 -5.60422  0.112
55 C 0.13754 -0.02484 3.50226  0.191
56 C 0.04051 0.10003 7.68951  -0.546
57 H 0.00593 -2.62319 2.73078  0.077
58 H -2.45181 -2.51213 -1.02424  0.297
59 H -1.83237 2.26816 -5.70687  0.332
60 C 1.24621 -4.22661 -0.07797  -1.015
61 H 1.86974 -1.14113 5.08660  0.314
62 H -2.69827 -3.00836 -4.40428  0.361
63 O 0.29202 4.06288 -1.14896  -0.372
64 H -2.39261 2.52473 -0.97176  0.284
65 H 2.32616 4.07286 -0.68244  0.376
66 Cl 2.92581 -0.07095 -1.84157  -0.681
67 H 2.86803 -2.00488 0.36948  0.531

Cartesian forces (eV/Å) of the 2 atoms listed first:
1.4 1.6 1.8
0.1 -0.1 0.3

Calculated values
HOMO energy (alpha / beta) (eV): -1.3 / -0.1
Net charge: -1

=====

[2]
Entry from the Open Molecules 2025 dataset: a cluster of 3 separate species, C5H8O2 in total in a non-equilibrium geometry (ωB97M-V/def2-TZVPD).

Last column: Mulliken charge in e.
Atoms and positions in Å:
1 C -0.73219 1.77457 -0.05166  -0.873
2 H 1.78785 0.81545 -0.77068  0.253
3 H -0.85458 -1.52781 1.42876  0.314
4 C -0.02690 0.96799 0.71156  0.749
5 C -1.48461 -1.21537 0.59743  -0.651
6 H -2.43936 -0.76002 0.86132  0.273
7 H -1.68151 -0.97038 -1.49254  0.312
8 C -1.06506 -1.31663 -0.66266  -0.464
9 O 2.31258 -1.14237 -0.65560  -0.431
10 H -0.08290 -1.72011 -0.91367  0.222
11 H -1.50413 1.50426 -0.76015  0.251
12 C 2.41042 0.01601 -0.32845  -0.061
13 O 0.71258 0.42066 1.43674  -0.425
14 H 3.10042 0.34820 0.47137  0.235
15 H -0.45261 2.80553 0.12822  0.298

Cartesian forces (eV/Å) of the 2 atoms listed first:
0.2 0.1 0.2
0.2 -0.2 -0.2

Calculated values
HOMO energy (eV): -9.4
SMILES: C=C=O.C=C.C=O
Net charge: 0

=====

[3]
Entry from the Open Molecules 2025 dataset: the molecule C3H2N2O3 in a non-equilibrium geometry (ωB97M-V/def2-TZVPD).

Last column: Mulliken charge in e.
Atoms and positions in Å:
1 C -0.01981 0.04418 0.00251  0.492
2 O 1.03373 -0.78573 -0.00175  -0.312
3 O -2.37718 0.37731 -0.06534  -0.410
4 H -3.18767 -0.13997 -0.03609  0.345
5 O 3.27815 -0.30236 -0.03001  -0.501
6 N 1.62619 1.40576 -0.01261  -0.319
7 C -1.29802 -0.49243 0.02116  -0.144
8 N 0.31244 1.36116 0.04134  -0.112
9 C 2.13475 0.07433 -0.03499  0.559
10 H -1.50257 -1.54226 0.11579  0.400

Cartesian forces (eV/Å) of the 2 atoms listed first:
-3.2 -1.7 0.3
1.2 0.2 -0.1

Calculated values
HOMO energy (eV): -9.5
SMILES: O=C1N=N/C(=C\O)O1
Net charge: 0

=====

[4]
Entry from the Open Molecules 2025 dataset: a structure of composition C37H26Cl6NO5RuTe in a non-equilibrium geometry (ωB97M-V/def2-TZVPD).

Last column: Mulliken charge in e.
Atoms and positions in Å:
1 H -5.91289 -3.89497 0.84866  0.447
2 C -1.65641 -0.53498 -0.21308  0.319
3 H 4.00502 3.10019 0.72190  0.581
4 C 0.94465 0.84704 4.85545  0.406
5 C 2.45552 0.08731 0.11138  2.481
6 C 0.60354 0.14118 3.70412  0.218
7 C 0.75734 0.72475 2.44506  -1.440
8 O 0.72798 -3.00865 -1.54254  -0.615
9 C 6.63789 1.02072 -2.77141  -0.875
10 O 2.60451 -1.14089 0.15608  -0.795
11 C -3.10383 2.59648 -1.49340  -0.859
12 H -3.17855 -2.46772 -2.19159  0.524
13 C -2.30458 1.48754 0.94840  0.048
14 Cl 0.73360 0.11814 6.38957  -0.168
15 N -1.55583 -1.71716 -0.19253  -0.117
16 H -7.60615 -2.16764 1.33170  0.400
17 H 1.40456 -5.87676 -0.35694  0.369
18 C 1.26385 2.02279 2.35573  0.170
19 C 3.33536 2.27265 0.50800  -0.492
20 H 8.62840 0.45634 -3.32302  0.393
21 C -6.26161 -2.59294 -2.26171  -0.265
22 H -2.48416 0.73665 -2.38335  0.537
23 C -7.21103 -1.61894 -1.98571  -0.604
24 H -3.60741 4.32594 -0.33509  0.471
25 H -3.41657 3.03823 -2.42922  0.464
26 Ru 0.54113 -1.51785 -0.07927  -0.136
27 C -2.76822 -3.29970 -1.61976  -1.233
28 Cl 1.89128 3.01080 6.16892  -0.174
29 C 7.21290 -0.16477 -0.31812  -0.581
30 H -0.11232 2.18398 -1.00602  0.410
31 H -8.43794 -0.70682 -0.48119  0.420
32 C -2.59430 1.31268 -1.47426  -0.245
33 H -5.90711 -2.72995 -3.27588  0.440
34 C 5.96466 0.41742 -0.54265  0.530
35 H -3.40686 -2.53457 0.29560  0.788
36 Cl 2.38465 4.26611 3.37825  -0.172
37 C -7.22294 -2.27813 0.32559  -0.586
38 H -1.97691 1.03950 1.87604  0.590
39 H 4.70617 1.44819 -1.95619  0.397
40 O 0.40858 -3.58545 0.52579  -0.647
41 H 7.41224 -0.62110 0.64208  0.476
42 C -7.68986 -1.45969 -0.69226  -0.402
43 C -2.81564 2.77059 0.90538  -0.856
44 H -2.90708 3.34514 1.81680  0.483
45 C 3.58983 0.99288 0.32296  1.124
46 H 2.07664 6.34771 0.18822  0.306
47 Cl 1.56277 2.96754 0.54303  -0.090
48 C -3.20872 3.32030 -0.30969  -0.410
49 H 0.37173 6.26309 0.60832  0.316
50 C -6.26789 -3.25015 0.05438  -0.198
51 O 0.33813 0.05714 1.36787  0.552
52 H 9.13492 -0.59980 -1.14901  0.406
53 C 1.46111 2.13676 4.75586  0.111
54 C 8.16640 -0.14922 -1.31790  -0.597
55 C 1.04199 0.47917 -0.20724  -0.452
56 H -1.87967 -3.67386 -2.12026  0.430
57 Cl -0.84786 -6.16669 -0.94741  -0.146
58 C 0.74657 -5.37127 -1.05789  -0.612
59 C 0.80387 1.78251 -0.56112  -1.722
60 C -2.49749 -2.88594 -0.19136  -0.891
61 H 1.11022 -5.46315 -2.07539  0.363
62 H 0.88861 5.81264 -1.01753  0.327
63 C 4.97119 0.37581 0.54699  -0.385
64 H -7.58938 -0.99561 -2.78560  0.406
65 C 1.16162 5.77573 0.03691  -1.386
66 H -2.01800 -3.66132 0.39766  0.241
67 Cl -0.03937 -1.45043 3.77738  -0.167
68 O 5.15295 -0.11778 1.63015  -0.599
69 C -5.77944 -3.40763 -1.23999  -0.228
70 C 5.67788 1.00734 -1.77176  -0.133
71 C -2.19583 0.76937 -0.24733  0.333
72 C 0.61486 -3.92302 -0.66891  1.154
73 H 6.41848 1.47738 -3.72684  0.400
74 C 1.30473 4.37744 0.47482  1.248
75 Te -4.27164 -4.82865 -1.64464  0.319
76 C 1.63602 2.70473 3.49242  0.228
77 C 7.87917 0.44529 -2.54240  -0.345

Cartesian forces (eV/Å) of the 2 atoms listed first:
0.0 0.0 0.0
1.4 -0.7 -0.3

Calculated values
HOMO energy (eV): -10.4
Net charge: +1

=====

[5]
Entry from the Open Molecules 2025 dataset: a structure of composition C45H42N13O4PS2V in a non-equilibrium geometry (ωB97M-V/def2-TZVPD).

Last column: Mulliken charge in e.
Atoms and positions in Å:
1 H -5.36178 0.01366 1.37694  0.337
2 C -0.40824 -0.58305 -4.33233  2.587
3 N 0.59552 0.45998 -4.20733  0.123
4 C 0.94017 -4.00241 -6.59453  -0.582
5 C -2.81140 1.36968 -6.57344  -0.931
6 C -3.06386 -4.81996 -1.04245  -0.719
7 C 2.95743 7.35366 2.69661  -0.469
8 C -4.09019 -0.21281 -5.31253  -0.869
9 C -5.53669 0.04527 0.30554  -1.069
10 H -4.90524 -0.93886 -2.30204  -0.079
11 H 2.17530 5.50032 3.43674  0.457
12 C 1.51999 -2.76030 -6.79533  -0.924
13 O -4.22609 -2.03233 -0.11140  0.276
14 N 4.23802 -0.87044 -0.62212  -0.853
15 H 2.90627 1.48838 3.83453  0.415
16 H 0.26772 -2.25685 2.30421  0.563
17 C -1.16533 2.51419 -0.96211  0.226
18 H 0.87115 1.04609 -4.97339  0.467
19 H -0.71224 1.38221 -6.23962  0.290
20 H -4.35014 1.46881 -2.62202  0.512
21 C 0.58029 -4.21480 -0.29129  -0.820
22 H -6.64519 -0.75304 -1.99466  0.462
23 H -5.03952 -0.67413 -5.06898  0.503
24 H 5.44599 0.72090 -0.98612  0.213
25 C -0.50638 -3.04534 -4.92896  0.152
26 H 3.72422 -3.45520 -0.10442  0.542
27 C -0.05042 2.85583 -0.10263  0.513
28 H 2.45558 3.35275 2.71016  0.595
29 O 1.36975 1.86098 -2.55164  -0.693
30 H -1.30090 -3.16116 -4.20634  0.350
31 O -2.50607 -3.48534 0.91474  -0.232
32 H 2.30381 -2.64067 -7.53187  0.421
33 N 0.33542 1.79260 0.62745  1.097
34 H 1.27513 -4.85685 -7.16755  0.413
35 N -1.55314 1.23307 -0.80064  0.745
36 C -4.17322 -5.32193 1.16052  -1.590
37 C 0.01792 -2.94408 -0.30359  -0.201
38 C 1.76219 3.23487 1.89007  -0.761
39 C -3.40951 1.74632 -2.16674  -0.201
40 C 2.88676 7.73060 0.45430  -0.470
41 H 3.22341 7.73570 3.67554  0.387
42 O -1.39674 -1.71372 -2.36424  0.198
43 N 0.11034 -0.03714 -2.08415  1.253
44 C 0.76714 0.86320 -2.91912  -0.837
45 C 3.39761 1.17157 -0.62951  -0.685
46 V -0.05878 0.02318 -0.05228  -0.495
47 C 2.94497 -0.86943 -0.38792  -0.142
48 C -2.69018 0.85496 -1.38485  -0.567
49 H 2.10162 6.18366 -0.80761  0.512
50 N -2.97600 2.97913 -2.41573  -0.681
51 H -3.92898 -4.22809 -1.33825  0.050
52 C 2.38735 6.09725 2.55955  -0.524
53 C -1.65311 0.93242 -5.94906  -0.527
54 N 4.50656 0.43225 -0.76798  0.083
55 C -5.76534 -1.35746 -1.77575  -1.116
56 H -2.75429 2.15611 -7.31449  0.432
57 C 1.43905 4.32226 1.07682  0.737
58 C 2.31619 6.49114 0.20788  -0.562
59 H -4.93520 1.13279 -6.75554  0.419
60 H -6.51652 0.49121 0.13363  0.512
61 C 1.46248 0.77819 2.38717  0.012
62 H 3.09783 8.41459 -0.35975  0.384
63 H -5.02273 -4.67824 0.93670  0.256
64 C 2.30865 0.65373 3.48869  -0.173
65 H -2.99146 -1.43383 -3.94167  0.383
66 C 1.20550 1.99626 1.63560  0.161
67 C 2.05599 5.64642 1.28410  0.188
68 C -5.50824 -1.35971 -0.27823  0.152
69 C -2.92099 -4.81260 0.47158  0.615
70 H -6.26059 -1.97440 0.22262  0.420
71 H -1.04596 -2.80404 -0.33732  -0.694
72 N 2.39197 0.37146 -0.37296  0.822
73 H -2.17982 -4.40035 -1.52624  -0.005
74 C -2.93398 -0.64391 -4.67812  0.193
75 C -4.03464 0.80036 -6.25650  -0.709
76 H 1.70554 -2.40178 4.34840  0.440
77 H -4.76882 0.67074 -0.15247  0.252
78 N 1.88860 -4.40653 -0.19208  -0.585
79 C -0.07860 -4.14048 -5.66377  -1.049
80 H -4.03740 -5.35545 2.23881  0.382
81 N 0.77701 -0.28366 1.92796  0.529
82 H -0.54638 -5.10448 -5.51120  0.452
83 C 1.09889 -1.66365 -6.05753  -0.404
84 S -4.47682 -2.34104 2.87823  -0.341
85 H -3.19965 -5.84513 -1.38738  0.589
86 C 0.08937 -1.80044 -5.11254  -0.538
87 P -3.39080 -2.20063 1.24968  0.553
88 H -0.04174 -5.09887 -0.34250  0.493
89 H 3.34191 2.24177 -0.73581  0.646
90 H 0.13206 4.94389 -0.51435  0.826
91 H -3.00173 -0.16876 -1.23562  -0.178
92 H -2.07416 -5.43659 0.76707  0.338
93 H -4.39224 -6.32797 0.80025  0.500
94 C 0.86499 -1.41433 2.62701  -0.375
95 C -1.86417 3.36186 -1.81441  -0.455
96 C 1.66554 -1.49938 3.75316  -0.708
97 C -1.70326 -0.07266 -4.98810  0.165
98 C 0.48797 4.11593 0.08163  -1.359
99 C 2.65192 -3.32490 -0.17742  -0.573
100 H 1.56826 -0.70287 -6.22776  0.330
101 N 0.78018 -1.84842 -0.26531  1.863
102 N 3.20612 8.15802 1.67005  -0.579
103 H -1.51945 4.36963 -2.01245  0.445
104 C 2.11081 -2.04605 -0.25159  0.078
105 S -2.00519 -0.69632 1.39470  -0.681
106 C -0.63834 -0.87750 -2.83734  -1.094
107 H -5.93514 -2.36949 -2.14308  0.399
108 N 2.41490 -0.47701 4.16041  -0.610

Cartesian forces (eV/Å) of the 2 atoms listed first:
0.0 0.0 0.1
-0.1 0.0 -0.2

Calculated values
HOMO energy (alpha / beta) (eV): -10.1 / -10.1
Net charge: +1

=====

[6]
Entry from the Open Molecules 2025 dataset: a structure of composition C4H11B2I2NNiO4P in a non-equilibrium geometry (ωB97M-V/def2-TZVPD).

Last column: Mulliken spin population.
Atoms and positions in Å:
1 H 2.73569 0.68860 0.37050  0.005
2 B 1.62511 -0.17242 -1.34566  0.288
3 O -0.23031 -0.27446 0.16734  0.098
4 H -1.94038 3.02781 -0.68948  -0.001
5 C 2.75826 -1.48947 0.29983  0.024
6 Ni 0.50004 -2.15189 0.35503  0.966
7 H 1.84799 -1.47505 0.96282  -0.009
8 C 2.83401 -0.09415 -0.37011  0.081
9 O 0.05330 1.93431 -0.17543  0.126
10 I -2.00315 -2.78894 -0.34174  0.017
11 O 1.60463 -1.05443 -2.33871  0.026
12 H -0.80765 2.25111 1.63350  0.004
13 P -2.81797 -0.40812 -0.08580  0.006
14 O -3.87071 -0.56127 1.11753  0.002
15 H 3.59167 -1.72162 0.94557  0.008
16 H -4.27671 -1.43735 1.17674  0.000
17 B 0.14503 0.69629 -0.84645  0.120
18 N -2.24300 2.48318 0.10994  0.013
19 H -2.60938 3.16066 0.76605  -0.002
20 H 2.70778 -2.25369 -0.47256  0.003
21 I -1.18310 -0.34304 2.90263  -0.005
22 H 3.76559 0.05846 -0.90309  0.004
23 C -1.08656 1.83109 0.67366  0.007
24 H 0.81968 -1.00489 -2.90098  0.002
25 C -1.33853 0.29088 0.86368  0.009
26 H -0.58133 0.80840 -1.87480  0.207

Cartesian forces (eV/Å) of the 2 atoms listed first:
0.0 0.2 0.2
0.7 0.5 -0.9

Calculated values
Spin multiplicity: 3
HOMO energy (alpha / beta) (eV): -12.4 / -12.4
Net charge: +1